[1]
{
  "formula": "C2H2Cl2OS",
  "method": "ωB97M-V/def2-TZVPD",
  "species": ["C", "C", "O", "S", "Cl", "Cl", "H", "H"],
  "xyz": [[0.406, 1.233, -0.898], [-0.512, -0.940, 0.369], [0.512, 2.165, -1.618], [-0.990, 0.257, -0.815], [-0.295, -0.370, 2.048], [1.678, 0.931, 0.288], [-1.182, -1.730, 0.509], [0.383, -1.545, 0.117]],
  "atomic_forces_ev_per_a": [[1.19, 1.16, 0.37], [1.93, -1.00, 1.05], [-0.27, 0.10, -0.57], [-1.14, -0.64, -0.30], [-0.48, -0.07, 0.41], [0.73, 0.08, -0.40], [-1.88, -0.67, -0.42], [-0.10, 1.05, -0.15]],
  "lowdin_charge": [-1.169, -0.952, -0.016, 0.955, 0.486, 0.635, 0.007, 0.053],
  "smiles": "O=C(Cl)SCCl",
  "orbital_gap_ev": 10.95,
  "energy_ev": -40033.54572,
  "mol_weight_g_mol": 145.01,
  "homo_ev": -10.59,
  "total_charge": 0
}


[2]
{
  "formula": "C20H33N7O7PPm",
  "method": "ωB97M-V/def2-TZVPD",
  "species": ["Pm", "C", "C", "C", "C", "C", "C", "H", "H", "H", "H", "H", "H", "N", "C", "C", "N", "C", "C", "N", "H", "H", "H", "H", "H", "H", "H", "H", "H", "H", "H", "H", "H", "O", "C", "N", "N", "C", "P", "O", "O", "C", "N", "H", "H", "H", "H", "H", "H", "H", "H", "H", "H", "O", "C", "O", "C", "C", "C", "C", "C", "C", "N", "O", "O", "H", "H", "H", "H"],
  "xyz": [[-0.080, 0.322, -0.037], [1.264, 2.630, 1.508], [1.210, 3.340, 0.314], [2.174, 3.117, -0.669], [3.177, 2.180, -0.463], [3.216, 1.453, 0.721], [2.255, 1.666, 1.700], [0.585, 2.876, 2.311], [0.491, 4.142, 0.197], [2.166, 3.710, -1.575], [3.935, 2.021, -1.217], [3.997, 0.722, 0.878], [2.326, 1.144, 2.647], [-2.434, -0.490, -0.825], [-3.432, 0.480, -1.302], [-3.198, 1.840, -0.663], [-1.807, 2.302, -0.800], [-1.489, 2.943, -2.090], [-0.939, 1.956, -3.107], [0.181, 1.195, -2.521], [-2.267, -1.217, -1.512], [-2.760, -0.964, 0.017], [-4.455, 0.154, -1.095], [-3.357, 0.554, -2.386], [-3.397, 1.767, 0.410], [-3.905, 2.567, -1.078], [-1.648, 2.981, -0.064], [-0.734, 3.709, -1.899], [-2.362, 3.455, -2.508], [-0.639, 2.498, -4.006], [-1.703, 1.245, -3.414], [1.049, 1.713, -2.624], [0.316, 0.337, -3.048], [0.822, -3.689, 0.925], [0.663, -2.634, 1.346], [0.484, -1.475, 1.701], [0.001, -0.783, 4.338], [-1.208, 0.041, 4.431], [-2.046, 0.263, 2.835], [-2.644, -1.006, 2.284], [-1.206, 1.098, 1.888], [-3.590, 1.193, 3.344], [-4.718, 0.233, 3.117], [0.458, -1.240, 2.718], [-0.163, -1.700, 4.738], [0.761, -0.370, 4.865], [-0.969, 1.042, 4.799], [-1.949, -0.380, 5.119], [-3.741, 2.082, 2.737], [-3.585, 1.493, 4.390], [-4.245, -0.601, 2.678], [-5.435, 0.604, 2.496], [-5.175, -0.048, 3.983], [0.055, -1.571, -1.443], [1.328, -1.557, -1.367], [1.882, -0.617, -0.707], [2.145, -2.599, -2.003], [1.573, -3.525, -2.882], [2.359, -4.498, -3.465], [3.721, -4.576, -3.172], [4.257, -3.651, -2.290], [3.509, -2.660, -1.704], [5.698, -3.726, -1.961], [6.336, -4.602, -2.494], [6.124, -2.917, -1.165], [0.514, -3.475, -3.090], [1.925, -5.212, -4.150], [4.357, -5.331, -3.609], [3.968, -1.956, -1.029]],
  "atomic_forces_ev_per_a": [[-0.54, 1.14, -0.38], [0.11, 0.15, 0.10], [0.14, 0.08, 0.07], [-0.02, -0.01, 0.00], [-0.04, -0.01, 0.03], [-0.03, -0.03, -0.01], [0.11, 0.13, 0.08], [-0.07, -0.09, -0.05], [-0.04, -0.03, -0.04], [0.00, 0.01, -0.02], [0.02, 0.00, -0.02], [0.00, 0.00, 0.00], [-0.04, -0.04, -0.04], [0.05, -0.10, 0.25], [-0.02, 0.01, -0.02], [-0.01, 0.00, 0.00], [0.05, -0.01, 0.06], [0.00, 0.02, 0.00], [0.00, 0.00, -0.01], [0.05, -0.11, -0.04], [0.02, -0.02, -0.02], [-0.03, 0.03, -0.02], [0.02, 0.02, -0.01], [0.01, 0.00, 0.01], [0.01, -0.02, -0.01], [0.00, -0.01, 0.01], [0.00, 0.01, -0.01], [0.00, -0.02, -0.01], [0.02, 0.00, 0.00], [-0.02, -0.01, 0.01], [0.01, 0.00, 0.02], [0.01, 0.04, 0.05], [0.01, 0.01, -0.03], [0.08, -0.28, -0.07], [-0.04, 0.12, 0.09], [-0.02, -0.12, -0.33], [0.04, -0.01, 0.14], [-0.01, 0.06, -0.01], [-0.22, -0.11, -0.03], [0.01, 0.01, 0.04], [-0.30, -0.12, 0.42], [0.14, 0.20, 0.05], [-0.31, 0.12, 0.08], [-0.12, 0.08, 0.25], [-0.02, -0.01, 0.02], [-0.01, 0.00, 0.05], [0.03, -0.03, 0.00], [0.05, -0.01, 0.04], [0.01, -0.02, 0.00], [0.03, 0.04, -0.01], [0.07, -0.21, -0.10], [-0.02, -0.02, 0.02], [-0.01, -0.02, -0.01], [0.14, -0.31, 0.03], [0.01, 0.01, -0.04], [0.55, -0.47, -0.47], [0.38, -0.27, -0.18], [0.02, 0.26, 0.29], [0.36, -0.19, -0.06], [-0.28, 0.18, 0.07], [0.05, -0.18, -0.19], [-0.47, 0.15, -0.06], [-0.12, -0.13, 0.06], [0.12, -0.01, -0.05], [0.08, 0.10, 0.03], [-0.03, 0.01, -0.01], [-0.02, -0.01, -0.01], [0.00, 0.00, 0.00], [0.01, 0.02, 0.02]],
  "lowdin_charge": [1.823, -0.152, -0.120, -0.090, -0.063, -0.073, -0.113, 0.105, 0.112, 0.120, 0.126, 0.126, 0.113, -0.042, -0.210, -0.200, -0.134, -0.183, -0.206, -0.029, 0.090, 0.065, 0.125, 0.110, 0.089, 0.131, 0.098, 0.114, 0.131, 0.131, 0.107, 0.083, 0.091, 0.257, -0.343, 0.075, -0.020, -0.282, 0.459, -0.343, -0.476, -0.161, 0.140, 0.042, 0.109, 0.104, 0.110, 0.105, 0.100, 0.109, 0.106, 0.167, 0.171, -0.150, -0.612, -0.165, -0.123, 0.011, -0.025, 0.043, -0.115, 0.077, -0.351, 0.112, 0.089, 0.124, 0.120, 0.131, 0.130],
  "orbital_gap_ev": [8.95, 8.95],
  "s2": 6.004,
  "multiplicity": 5,
  "energy_ev": -71873.67521,
  "mol_weight_g_mol": 659.50,
  "homo_ev": [-14.22, -14.22],
  "total_charge": 2
}


[3]
{
  "formula": "C29H55F5N4O13PS",
  "method": "ωB97M-V/def2-TZVPD",
  "species": ["C", "C", "C", "C", "C", "N", "C", "N", "C", "C", "C", "C", "C", "C", "C", "C", "O", "C", "C", "O", "C", "F", "F", "F", "C", "C", "C", "C", "C", "C", "O", "C", "C", "O", "N", "C", "O", "F", "N", "P", "O", "O", "O", "S", "O", "O", "F", "H", "H", "H", "H", "H", "H", "H", "H", "H", "H", "H", "H", "H", "H", "H", "H", "H", "H", "H", "H", "H", "H", "H", "H", "H", "H", "H", "H", "H", "H", "H", "H", "H", "H", "H", "H", "H", "H", "H", "H", "H", "H", "H", "C", "O", "H", "H", "H", "H", "C", "O", "H", "H", "H", "H", "C", "O", "H", "H", "H", "H"],
  "xyz": [[3.224, -4.105, 4.371], [2.107, -3.405, 4.526], [0.567, -2.879, 4.569], [0.500, -1.302, 4.109], [-0.930, -1.150, 3.326], [-1.120, 0.277, 2.813], [-0.634, 0.640, 1.612], [0.134, -0.227, 0.673], [0.248, 0.423, -0.711], [1.792, 0.876, -0.871], [2.810, 0.089, 0.152], [2.945, -1.487, -0.170], [4.082, -1.823, -1.310], [4.466, -3.395, -1.139], [4.355, -4.121, -2.585], [2.843, -4.081, -3.160], [2.910, -3.799, -4.593], [2.453, -5.002, -5.315], [0.093, -0.688, -1.894], [-0.685, -0.244, -3.038], [0.128, 0.093, -4.160], [0.907, 1.313, -3.969], [-0.797, 0.424, -5.235], [0.924, -0.993, -4.669], [-0.908, 1.531, -0.511], [-1.036, 2.604, -1.713], [-1.829, 3.963, -1.338], [-3.266, 4.138, -2.051], [-3.250, 4.033, -3.665], [-4.754, 3.637, -4.176], [-5.286, 2.428, -3.559], [-6.658, 2.164, -3.952], [-2.460, 0.975, -0.453], [-3.347, 1.660, 0.189], [-2.920, -0.310, -1.050], [-3.980, -0.133, -2.074], [-3.640, -0.065, -3.294], [-5.344, -0.106, -1.615], [-0.744, 1.974, 0.903], [0.427, 3.189, 1.349], [-0.261, 4.118, 2.405], [0.995, 4.210, 0.116], [1.828, 2.563, 2.170], [-1.983, 1.385, 3.843], [-2.923, 2.306, 3.115], [-0.983, 2.253, 4.607], [-2.912, 0.580, 5.031], [4.058, -4.905, 4.333], [0.128, -2.974, 5.644], [-0.064, -3.471, 3.795], [0.425, -0.615, 5.047], [1.399, -0.984, 3.467], [-1.013, -1.937, 2.480], [-1.739, -1.439, 4.105], [-0.096, -1.235, 0.683], [2.224, 0.646, -1.931], [1.997, 1.997, -0.697], [2.599, 0.313, 1.258], [3.857, 0.557, -0.072], [3.358, -1.988, 0.804], [1.952, -2.027, -0.397], [5.003, -1.178, -1.030], [3.633, -1.570, -2.341], [3.773, -3.967, -0.414], [5.536, -3.484, -0.710], [5.140, -3.711, -3.336], [4.630, -5.237, -2.423], [2.182, -3.256, -2.688], [2.355, -5.094, -2.917], [2.910, -4.928, -6.382], [2.887, -5.960, -4.835], [1.301, -4.997, -5.314], [-0.520, -1.564, -1.416], [1.108, -1.183, -2.191], [-1.653, 2.082, -2.554], [0.028, 2.861, -2.114], [-1.901, 4.126, -0.189], [-1.164, 4.844, -1.725], [-3.621, 5.223, -1.801], [-4.027, 3.442, -1.535], [-2.428, 3.360, -4.104], [-3.057, 5.100, -4.099], [-5.508, 4.493, -3.927], [-4.800, 3.470, -5.325], [-6.800, 1.006, -3.900], [-7.450, 2.594, -3.214], [-6.879, 2.504, -5.030], [-3.322, -0.847, -0.242], [0.562, 5.105, 0.216], [2.489, 3.299, 2.195], [1.909, -0.248, 8.290], [1.049, -0.281, 7.160], [1.812, -1.188, 8.835], [2.944, -0.127, 7.961], [1.626, 0.580, 8.944], [1.156, 0.563, 6.697], [7.016, -3.510, 2.827], [5.937, -4.085, 2.105], [6.807, -2.451, 2.989], [7.121, -4.010, 3.792], [7.939, -3.611, 2.251], [6.150, -5.020, 1.975], [-6.688, 3.498, 0.875], [-6.374, 3.526, -0.509], [-7.483, 4.219, 1.071], [-7.029, 2.498, 1.154], [-5.803, 3.768, 1.458], [-5.669, 2.880, -0.657]],
  "atomic_forces_ev_per_a": [[-6.50, 3.04, 1.09], [4.42, -4.35, -1.03], [1.66, 0.70, -0.27], [-0.97, -0.04, 0.43], [1.15, -1.57, 1.15], [-0.18, -1.30, -0.78], [2.26, -0.22, -3.80], [-3.56, 1.50, 2.53], [0.84, -0.31, -0.40], [1.62, 0.64, 0.53], [0.38, 0.19, -0.93], [1.26, -0.07, 0.94], [-0.98, -0.30, 1.75], [0.17, 0.00, -1.22], [0.23, -0.66, 0.87], [0.80, 0.47, 0.18], [-0.82, -2.32, 0.93], [0.55, 0.33, -0.69], [-0.82, -2.02, 1.59], [3.27, 0.54, -1.48], [-1.67, 0.69, -2.54], [-1.66, -3.85, -0.31], [2.76, -0.98, 3.34], [-1.84, 3.43, 2.03], [-1.20, -0.65, -2.30], [0.10, 0.53, -0.07], [0.55, 1.05, -0.27], [0.11, 0.69, 0.56], [-1.18, 0.42, 0.05], [-0.46, 0.47, -0.44], [-0.19, 0.84, -0.53], [-0.79, -1.13, 0.17], [-3.98, 2.42, 2.78], [4.85, -3.00, -3.14], [-1.26, 0.39, 0.39], [1.14, 0.29, -5.16], [-2.66, -0.24, 6.84], [3.80, -0.22, -0.92], [1.77, -2.14, 0.94], [0.00, 6.41, 5.56], [1.79, -3.21, -3.67], [-1.00, -2.04, 1.29], [-2.10, 0.63, -2.75], [-0.85, 9.96, 2.91], [2.38, -4.82, 1.38], [-2.67, -4.97, -2.28], [2.23, 0.33, -3.00], [-1.72, 2.20, 0.04], [0.92, 0.01, -2.04], [1.27, 0.62, 1.50], [0.34, -1.37, -1.72], [-1.47, -0.60, 0.84], [0.04, 1.67, 1.08], [1.08, 0.97, -1.52], [0.44, 0.69, 0.25], [-1.24, 0.55, 1.84], [-0.66, -1.57, -0.29], [0.10, -0.39, -1.78], [-1.88, -0.80, 0.44], [-0.84, 0.85, -1.66], [1.43, 0.85, 0.23], [-1.59, -0.97, -0.85], [1.11, -0.41, 1.41], [0.94, 1.18, -1.03], [-1.79, 0.10, -0.74], [-1.67, -0.43, 1.20], [-0.38, 1.79, -0.36], [1.17, -1.18, -0.52], [0.55, 1.55, -0.55], [-1.13, -0.09, 1.81], [-0.81, 1.49, -0.69], [1.78, -0.30, -0.20], [0.84, 1.50, -1.13], [-1.81, 1.38, 0.43], [1.34, 0.67, 1.46], [-1.95, -0.63, 0.73], [-0.12, -0.43, -1.94], [-1.10, -1.59, 0.65], [0.57, -2.02, -0.32], [1.30, 0.99, -1.25], [-1.42, 0.72, 0.74], [-0.28, -1.94, 0.77], [1.51, -1.16, -0.37], [0.37, 0.45, 1.77], [0.37, 2.07, -0.21], [1.57, -0.31, -1.24], [0.39, -0.41, 1.62], [0.22, 0.76, -0.89], [0.27, -1.36, 0.22], [-0.71, -0.60, -0.02], [0.14, 0.19, 0.07], [-0.22, 0.13, -0.48], [-0.06, 0.10, -0.15], [0.05, -0.04, 0.21], [0.14, -0.09, 0.13], [-0.07, -0.19, 0.24], [0.11, -0.20, -0.01], [-0.23, -0.28, -0.13], [-0.07, -0.14, -0.06], [0.19, 0.17, 0.07], [0.11, 0.13, 0.18], [-0.12, 0.31, -0.05], [0.20, -0.15, -0.07], [0.11, -0.06, -0.23], [0.10, -0.07, -0.12], [-0.06, 0.06, 0.23], [-0.11, -0.01, 0.22], [-0.32, 0.14, -0.04]],
  "lowdin_charge": [0.072, -0.098, -0.167, -0.152, -0.138, -0.081, -0.134, 0.170, -0.241, -0.105, -0.183, -0.214, -0.178, -0.204, -0.169, -0.231, -0.253, -0.105, -0.087, -0.012, -0.356, 0.063, 0.073, 0.096, -0.248, -0.089, -0.183, -0.183, -0.139, -0.204, -0.285, -0.114, -0.214, 0.082, 0.128, -0.299, 0.119, 0.055, -0.019, 0.685, -0.319, -0.170, -0.170, 0.886, -0.234, -0.257, -0.176, 0.062, 0.133, 0.111, 0.098, 0.119, 0.134, 0.149, 0.135, 0.130, 0.103, 0.082, 0.130, 0.121, 0.089, 0.120, 0.107, 0.113, 0.110, 0.131, 0.113, 0.102, 0.123, 0.108, 0.098, 0.102, 0.146, 0.126, 0.125, 0.132, 0.115, 0.123, 0.137, 0.080, 0.106, 0.127, 0.141, 0.132, 0.102, 0.105, 0.097, 0.152, 0.117, 0.101, -0.140, -0.158, 0.084, 0.081, 0.082, 0.073, -0.157, -0.160, 0.079, 0.076, 0.079, 0.081, -0.148, -0.139, 0.082, 0.077, 0.074, 0.033],
  "orbital_gap_ev": 6.16,
  "energy_ev": -97232.37622,
  "mol_weight_g_mol": 825.80,
  "homo_ev": -11.27,
  "total_charge": 1
}